{
  "formula": "C3H6N",
  "method": "the ωB97M-V functional and the def2-TZVPD basis",
  "multiplicity": 1,
  "smiles": "C1[C@@H]2[NH2+][C@H]12",
  "total_charge": 1,
  "e_lumo_ev": -3.60,
  "total_energy_ev": -4688.06012,
  "e_above_lowest_kj_mol": 198.43,
  "max_force_ev_per_a": 4.65,
  "gap_ev": 12.521,
  "symbols": ["H", "H", "N", "C", "C", "H", "H", "C", "H", "H"],
  "coordinates": [[1.2752, 1.0005, -1.4323], [-0.8524, -1.2671, 1.2006], [-0.7707, -0.3844, 0.7070], [0.4823, 0.8383, -0.7772], [-0.0721, -0.5989, -0.6186], [-0.1586, -1.6789, -1.0256], [-1.4605, 0.3512, 1.0536], [0.5636, 0.1096, 0.5140], [-0.2660, 1.7069, -0.8702], [1.2592, -0.0772, 1.2486]],
  "lowdin_charge": [0.103, 0.179, 0.137, 0.031, -0.012, 0.199, 0.221, -0.146, 0.150, 0.138]
}

***

{
  "formula": "C15H20ClOTc",
  "method": "the ωB97M-V functional and the def2-TZVPD basis",
  "multiplicity": 4,
  "total_charge": -1,
  "e_lumo_ev": [3.10, 3.00],
  "total_energy_ev": -32642.73775,
  "s_squared": 3.790,
  "max_force_ev_per_a": 4.97,
  "gap_ev": [4.822, 6.450],
  "symbols": ["C", "H", "H", "C", "H", "H", "C", "C", "C", "H", "C", "H", "Cl", "H", "H", "C", "C", "Tc", "C", "H", "H", "H", "C", "C", "C", "H", "H", "H", "C", "C", "C", "H", "O", "H", "H", "H", "H", "H"],
  "coordinates": [[-1.3451, 3.4665, -0.0470], [1.1541, 1.4933, 2.6598], [0.1092, -0.0713, 2.8738], [0.2374, -2.6967, -0.7601], [1.7075, -4.0086, 0.2793], [-3.2166, 0.5731, 0.7818], [2.6377, 0.0988, -1.6981], [0.5114, -0.5915, -2.4592], [0.3098, -2.8110, 1.5773], [-3.9276, 2.0568, 0.1195], [-3.0397, 1.4471, 0.1819], [0.3898, -3.0317, -1.7960], [4.0143, -2.1935, -0.0215], [-0.2673, 3.6657, 0.1992], [1.9637, 2.1287, -1.0681], [-1.3269, 1.9456, 1.9251], [1.0066, -3.1977, 0.3855], [1.7931, -1.2994, -0.2459], [1.1033, 0.3335, 2.3184], [-0.4353, 1.4001, -2.1307], [-0.2595, -1.1199, -3.0239], [3.7109, 0.2179, -1.8608], [-0.9402, -2.1911, 1.1903], [1.8588, -1.0571, -2.2911], [1.6987, 1.1562, -1.4720], [-1.3178, 3.2263, -1.1269], [-1.6835, 1.0725, 2.5314], [-1.8017, -2.0053, 1.8678], [-2.0208, 2.3508, 0.7872], [0.4179, 0.7435, -1.9691], [-0.9464, -2.0473, -0.2350], [-1.9344, 4.3802, 0.1235], [2.0187, -0.4122, 1.8110], [0.6023, -3.0354, 2.6006], [-1.8304, -1.7703, -0.8318], [-0.5847, 2.5977, 2.4687], [-2.7365, 1.0358, -0.7691], [2.3691, -1.8500, -2.8757]],
  "lowdin_charge": [-0.093, 0.034, 0.035, -0.326, 0.070, 0.061, -0.307, -0.171, -0.135, 0.067, -0.095, 0.095, -0.132, 0.080, 0.093, -0.016, -0.351, 1.180, -0.339, 0.072, 0.104, 0.084, -0.128, -0.388, -0.106, 0.052, 0.054, 0.091, -0.391, -0.117, -0.153, 0.060, -0.392, 0.095, 0.087, 0.057, 0.061, 0.109]
}

***

{
  "formula": "C18H31BCl3N2OP",
  "method": "the ωB97M-V functional and the def2-TZVPD basis",
  "multiplicity": 1,
  "e_lumo_ev": -2.15,
  "total_energy_ev": -71732.51740,
  "max_force_ev_per_a": 2.65,
  "gap_ev": 5.219,
  "symbols": ["H", "H", "H", "H", "H", "H", "H", "H", "H", "H", "C", "C", "H", "H", "N", "B", "C", "C", "C", "C", "H", "H", "H", "H", "H", "C", "H", "Cl", "H", "H", "C", "H", "H", "C", "H", "C", "H", "H", "C", "C", "H", "H", "C", "H", "O", "C", "C", "H", "C", "N", "H", "C", "Cl", "C", "H", "P", "Cl"],
  "coordinates": [[5.1588, 0.3475, -5.7310], [10.4096, -8.8011, -3.5100], [8.8511, -6.2898, 1.4528], [7.1420, -8.8928, 1.5864], [9.3794, -9.8938, 1.1054], [7.1207, -10.0320, -4.8845], [8.8690, -10.0872, -0.5726], [10.3677, -7.2301, 1.2131], [6.8228, -2.6991, -0.9488], [9.1551, -9.4689, -2.4541], [5.3347, -0.3361, -4.9014], [8.9019, -8.1885, -5.6350], [6.8545, 0.9154, -3.9944], [9.9268, -7.8049, -5.6483], [8.1533, -7.1035, -3.5535], [5.1899, -4.6720, -0.0903], [9.1727, -6.0458, -3.6639], [9.8954, -6.4800, -1.2183], [6.2904, -0.0185, -3.9212], [8.6142, -8.0756, 0.2551], [10.8875, -5.2685, -2.6650], [6.6999, -9.0623, -0.1183], [9.7332, -5.5205, -0.6950], [9.1173, -7.8243, 2.3162], [6.6162, -9.3657, -3.3168], [9.2851, -7.2920, 1.3714], [6.5565, -7.4804, 0.6866], [4.1518, -3.7467, 1.1142], [8.6876, -5.0713, -3.4978], [10.7325, -6.9902, -0.7289], [10.3063, -6.1961, -2.6684], [6.3215, -8.4464, -4.7982], [4.2667, -3.3533, -3.6733], [7.0330, -9.1097, -4.2978], [9.4967, -10.2218, -4.0260], [4.6002, -1.5263, -4.8055], [10.9812, -6.9946, -3.0033], [9.5630, -6.0655, -4.6842], [4.8148, -2.4144, -3.7582], [6.0243, -2.9569, -1.6502], [7.2635, -0.6765, -2.0948], [10.4000, -9.2434, -0.1990], [9.3630, -9.4023, 0.1244], [8.9147, -9.1625, -6.1424], [5.2484, -3.9512, -1.4095], [9.4147, -9.2638, -3.4972], [6.5209, -0.8910, -2.8653], [7.0049, -5.7106, -1.9154], [8.3872, -8.4032, -4.2237], [8.7126, -7.3199, -1.0240], [3.8481, -1.7684, -5.5593], [7.1639, -8.3889, 0.6104], [6.9737, -4.7556, 0.6144], [5.7902, -2.1037, -2.7743], [8.2434, -7.5176, -6.1944], [7.4190, -7.1108, -2.0569], [4.5453, -6.3593, -0.4720]],
  "lowdin_charge": [0.114, 0.073, 0.029, 0.091, 0.086, 0.083, 0.071, 0.077, 0.123, 0.049, -0.039, -0.063, 0.114, 0.078, -0.300, -1.819, -0.238, -0.220, -0.058, -0.637, 0.111, 0.068, 0.105, 0.091, 0.052, -0.070, -0.002, 0.528, 0.101, 0.104, -0.174, 0.085, 0.135, -0.082, 0.090, -0.053, 0.091, 0.095, 0.027, -0.029, 0.126, 0.084, -0.060, 0.089, -0.059, -0.042, -0.001, -0.053, -0.644, -0.288, 0.115, -0.106, 0.537, -0.161, 0.093, 0.931, 0.551]
}